Molecular formula: C23H22N5O4ReSSi
Method: DFT, ωB97M-V with the def2-TZVPD basis set

```
! RIJCOSX wB97M-V def2-TZVPD def2/J DEFGRID3
* xyz 1 4
Re 0.0640 -0.1196 0.2696
O 3.1808 2.1561 -0.7590
C 2.4363 1.2174 -0.8403
O 2.0980 0.3791 0.1402
C 1.8136 0.7597 -2.1479
C 2.3890 0.7620 -3.4025
C 1.9227 -0.1735 -4.3292
C 1.0091 -1.1527 -3.9424
C 0.4883 -1.0699 -2.6661
N 0.8035 -0.0543 -1.8787
C -0.1321 -2.1858 -1.8484
O -0.7337 -3.1001 -2.3407
O 0.1417 -2.0379 -0.5480
H 3.2206 1.4223 -3.6142
H 2.3575 -0.2057 -5.3205
H 0.7575 -1.9915 -4.5779
C -3.2568 0.5885 1.9853
Si -1.5042 0.2796 2.5550
C -1.1680 1.7247 3.6792
C -1.3283 -1.3084 3.5256
H -3.8311 0.9395 2.8496
H -3.7572 -0.3031 1.6034
H -3.3087 1.3721 1.2232
H -1.9808 1.7214 4.4158
H -1.2079 2.6812 3.1502
H -0.2307 1.6647 4.2204
H -1.6635 -1.1208 4.5520
H -0.2925 -1.6524 3.5739
H -1.9431 -2.1192 3.1290
N -0.7864 3.0833 -0.7564
C 0.0657 3.0261 0.2944
N 0.3344 1.9217 0.9494
C 1.2967 2.1656 1.9688
C 1.8932 1.2257 2.7968
C 2.8046 1.6491 3.7425
C 3.1378 3.0007 3.8662
C 2.5663 3.9412 3.0330
C 1.6502 3.4989 2.0871
S 0.8184 4.4542 0.8903
H -1.0218 2.2298 -1.2313
H -0.8276 3.9250 -1.3057
H 1.6747 0.1698 2.6874
H 3.2746 0.9191 4.3899
H 3.8642 3.3107 4.6072
H 2.8347 4.9884 3.1029
N -6.3803 -3.0363 -2.1051
C -5.4264 -2.5420 -1.6971
C -4.2367 -1.9262 -1.1648
C -3.8494 -0.6598 -1.5734
C -2.7141 -0.1122 -1.0228
N -1.9532 -0.7488 -0.1207
C -2.3425 -1.9709 0.2805
C -3.4696 -2.5846 -0.2115
H -4.4191 -0.1067 -2.3078
H -2.4076 0.8862 -1.3036
H -1.7238 -2.4663 1.0073
H -3.7405 -3.5717 0.1332
*
```

E_LUMO (alpha / beta) in eV: -3.86 / -4.73
F_max in Eh/bohr: 0.0211
Frontier orbital gap (alpha / beta) in eV: 7.70 / 6.45